The following is a quantum chemistry calculation of C29H20ClF3N2O4PRbS6 as an isolated structure, from the OMol25 dataset.

Structure (XYZ):
```
67
Properties=species:S:1:pos:R:3:nbo_charge:R:1
Rb -2.49548 0.64751 -0.14210 0.874
Cl -1.43660 0.17236 2.78002 0.027
C 0.15502 -0.15766 3.41240 -0.012
C 0.25672 -0.44081 4.76505 -0.243
C 1.50163 -0.72357 5.30247 -0.202
C 2.62131 -0.71724 4.48849 -0.250
C 2.49555 -0.42117 3.13466 -0.131
C 1.26165 -0.13329 2.56515 -0.367
P 0.98508 0.23555 0.77234 0.839
C 1.10120 2.06925 0.79808 -0.267
C 1.11854 2.71156 -0.44052 -0.228
C 1.22169 4.09325 -0.50716 -0.167
C 1.29862 4.84638 0.65477 -0.212
C 1.24724 4.21797 1.89205 -0.231
C 1.14868 2.83316 1.96380 -0.247
C 2.63073 -0.20591 0.07253 -0.231
C 3.72702 0.64571 -0.03597 -0.233
C 4.92243 0.18915 -0.58014 -0.222
C 5.03761 -1.12550 -1.01838 -0.223
C 3.95225 -1.98174 -0.91378 -0.210
C 2.75767 -1.51937 -0.37611 -0.222
H -0.63612 -0.44497 5.37581 0.224
H 1.59080 -0.95252 6.35802 0.203
H 3.59732 -0.94018 4.90116 0.204
H 3.37649 -0.41568 2.50439 0.215
H 0.98223 2.13718 -1.35469 0.269
H 1.17815 4.57719 -1.47458 0.229
H 1.34734 5.92728 0.59634 0.200
H 1.27175 4.80215 2.80516 0.195
H 1.11637 2.35974 2.93753 0.202
H 3.64005 1.67722 0.28665 0.230
H 5.76215 0.86766 -0.67368 0.203
H 5.96618 -1.47508 -1.45446 0.199
H 4.02119 -3.00297 -1.26922 0.206
H 1.90242 -2.18249 -0.32342 0.228
O -0.86643 4.84715 -6.58339 -0.659
C -0.92231 4.26368 -5.50898 0.142
S -1.61215 4.93901 -4.04439 0.286
C -1.49350 3.52236 -2.99151 -0.396
C -0.98781 2.41082 -3.57714 -0.399
S -0.70029 0.80588 -2.89760 -0.608
S -0.54872 2.56696 -5.28188 0.285
S -2.05329 3.80188 -1.35195 -0.544
N -3.33447 -3.09366 1.82027 -0.816
C -2.39424 -3.39278 0.86671 0.297
N -1.82381 -2.51868 0.12186 -0.510
C -0.97842 -3.13772 -0.79868 0.190
C -0.28421 -2.46181 -1.79940 -0.233
C 0.52085 -3.19233 -2.65821 -0.206
C 0.64411 -4.57942 -2.52716 -0.240
C -0.05137 -5.26229 -1.53909 -0.237
C -0.86674 -4.52626 -0.68616 -0.243
S -1.89912 -5.06951 0.60722 0.264
H -3.89403 -2.28601 1.53819 0.442
H -3.91754 -3.87078 2.08737 0.372
H -0.39090 -1.38724 -1.91042 0.275
H 1.05297 -2.66944 -3.44400 0.226
H 1.27678 -5.13085 -3.21221 0.200
H 0.02828 -6.33856 -1.44612 0.204
F -4.62717 0.85624 -1.82081 -0.317
C -5.76283 0.81466 -1.10086 0.690
F -6.22799 2.05617 -0.98236 -0.312
F -6.65287 0.09296 -1.79674 -0.328
S -5.51564 0.05393 0.55722 2.338
O -4.61307 0.96272 1.24839 -1.011
O -6.85299 -0.02979 1.08801 -0.974
O -4.87594 -1.21743 0.22121 -1.027
```

Values from the calculation:
E_HOMO   -0.45 eV
Gap between HOMO and LUMO   3.92 eV
Charge   -2

=====

The following is a quantum chemistry calculation of C29H20CsIN6S7Se2 as an isolated structure, from the OMol25 dataset.

Structure (XYZ):
```
66
Properties=species:S:1:pos:R:3:nbo_charge:R:1
Cs 0.61493 -0.57570 -0.59852 0.894
I 0.80863 0.80267 -4.13112 0.072
C 1.65302 2.75528 -3.96454 -0.082
C 1.99551 3.38841 -5.12565 -0.309
C 2.51888 4.69559 -5.06467 -0.237
C 2.64771 5.31796 -3.85465 -0.194
C 2.28746 4.66395 -2.65212 -0.098
C 2.40132 5.30701 -1.40047 -0.254
C 2.05721 4.63468 -0.25843 -0.216
C 1.60306 3.30113 -0.31867 -0.326
C 1.43338 2.58862 -1.49739 -0.357
C 1.78193 3.32169 -2.67516 -0.088
H 1.86725 2.89884 -6.08169 0.212
H 2.79954 5.19793 -5.98338 0.194
H 3.02589 6.33451 -3.79469 0.188
H 2.76278 6.33065 -1.36683 0.183
H 2.13204 5.13367 0.70539 0.184
H 1.36893 2.81843 0.63154 0.174
S 5.62924 -7.00852 -0.46160 -0.287
C 4.40653 -5.88090 -0.40870 -0.573
S 3.55997 -5.31529 -1.79527 0.443
C 2.43209 -4.19452 -1.00330 -0.398
C 2.57593 -4.11606 0.35084 -0.432
S 1.74168 -3.08308 1.43887 -0.550
S 3.83234 -5.15521 1.03989 0.441
S 1.32520 -3.36161 -1.99784 -0.518
Se -0.63602 0.21278 4.69723 0.208
Se -0.02861 2.39061 4.06336 0.165
C 1.72198 2.00675 3.37670 0.043
C 2.68674 3.00872 3.37563 -0.288
C 3.91099 2.72244 2.79882 -0.159
C 4.12927 1.45802 2.27131 -0.263
C 3.11543 0.51689 2.36649 0.052
N 1.93415 0.78955 2.91380 -0.447
C -2.21877 0.03576 3.64297 0.039
C -3.33636 -0.56880 4.21331 -0.284
C -4.45053 -0.76304 3.41873 -0.164
C -4.41029 -0.34723 2.09362 -0.270
C -3.25029 0.24875 1.62887 0.060
N -2.17436 0.44585 2.38518 -0.438
H 2.46283 3.97525 3.80827 0.213
H 4.68836 3.47544 2.77035 0.209
H 5.06714 1.21101 1.79437 0.221
H 3.24654 -0.50478 2.01786 0.239
H -3.30764 -0.87601 5.25044 0.216
H -5.33870 -1.23353 3.82043 0.210
H -5.25737 -0.49624 1.43865 0.220
H -3.17275 0.58311 0.59999 0.206
N -2.61113 -0.67678 -4.09651 -0.811
C -3.20087 -1.61210 -3.29745 0.284
N -2.99644 -1.75523 -2.03876 -0.478
C -3.79389 -2.73120 -1.48556 0.125
C -4.64662 -3.33496 -2.35358 -0.448
S -4.46201 -2.67705 -3.94304 0.283
C -3.60797 -3.09390 -0.08016 0.123
C -4.52421 -3.73238 0.69522 -0.476
S -3.86908 -4.05005 2.26402 0.255
C -2.34330 -3.28047 1.72371 0.321
N -2.40299 -2.83678 0.51562 -0.490
N -1.29926 -3.19296 2.56164 -0.826
H -1.79606 -0.23455 -3.69065 0.414
H -2.51566 -0.89677 -5.07240 0.389
H -5.35103 -4.13020 -2.18059 0.228
H -5.53013 -4.02702 0.44794 0.224
H -1.33311 -3.72402 3.41280 0.383
H -0.36037 -3.10499 2.13951 0.446
```

Values from the calculation:
E_HOMO   -0.75 eV
Gap between HOMO and LUMO   4.11 eV
Charge   -2

=====

| no. | LUMO energy (eV) |
| --- | --- |
| 1 | 3.5 |
| 2 | 3.4 |